Record 1
Formula: C7H12O
Source: OMol25
Level of theory: ωB97M-V/def2-TZVPD

Structure (ORCA input):
```
! wB97M-V def2-TZVPD RIJCOSX def2/J DEFGRID3
* xyz 0 1
C -0.92 0.66 3.04
C -0.81 -0.30 2.10
C 0.00 -1.59 2.23
O -1.50 -0.16 0.90
H -0.39 0.56 3.98
H -1.61 1.51 2.90
H 0.36 -1.71 3.29
H -0.63 -2.44 1.97
H 0.86 -1.58 1.57
H -0.84 -0.34 0.18
C 0.97 0.90 -0.44
C 0.35 0.96 -1.64
C 0.76 0.13 -2.79
C 0.10 0.16 -3.97
H 1.89 0.32 -0.33
H 0.62 1.45 0.44
H -0.50 1.66 -1.87
H 1.63 -0.53 -2.68
H 0.44 -0.47 -4.82
H -0.78 0.79 -4.08
*
```

Output
SMILES ... C=C(C)O.C=CC=C
Energy relative to the best compared isomer or geometry (same formula, charge and spin) ... 1.9228 eV
Molecular weight ... 112.172 g/mol
Calculated total energy ... -349.07798 Ha
HOMO-LUMO gap ... 9.563 eV
Highest occupied orbital energy ... -0.325 hartree

***

Record 2
Formula: C7H12O2
Source: OMol25
Level of theory: ωB97M-V/def2-TZVPD

Structure (ORCA input):
```
! wB97M-V def2-TZVPD RIJCOSX def2/J DEFGRID3
* xyz 0 1
C 0.85 -1.18 1.31
C 0.42 -1.09 2.75
O 1.71 -0.52 0.79
O 0.21 -2.15 0.66
C -1.26 0.58 0.16
C -1.58 0.76 1.30
H 0.51 -2.19 -0.26
H 2.62 0.68 -1.28
H 0.54 -0.07 3.10
H -0.61 -1.43 2.85
H 1.06 -1.74 3.34
H -1.89 0.85 2.30
C -0.56 1.90 -1.77
C -0.88 0.55 -1.21
C -0.85 -0.57 -1.92
H 2.84 0.97 -1.97
H 0.27 2.35 -1.22
H -1.42 2.56 -1.66
H -0.29 1.83 -2.82
H -1.14 -1.52 -1.50
H -0.55 -0.57 -2.95
*
```

Output
Energy relative to the best compared isomer or geometry (same formula, charge and spin) ... 2.6439 eV
Molecular weight ... 128.171 g/mol
Calculated total energy ... -424.29885 Ha
HOMO-LUMO gap ... 10.121 eV
Highest occupied orbital energy ... -0.342 hartree

***

Record 3
Formula: C7H12O2P
Source: OMol25
Level of theory: ωB97M-V/def2-TZVPD

Structure (ORCA input):
```
! wB97M-V def2-TZVPD RIJCOSX def2/J DEFGRID3
* xyz -1 1
C 2.85 1.92 0.43
C 1.38 2.17 0.18
C 0.56 1.34 -0.44
C -0.85 1.60 -0.82
P -1.97 0.36 0.13
O -1.83 0.58 1.58
O -3.36 0.36 -0.43
C -1.21 -1.15 -0.46
C -0.91 -2.08 0.43
C -0.46 -3.52 0.27
H 3.51 2.56 -0.27
H 2.97 1.03 -0.04
H 3.23 2.04 1.35
H 0.98 3.07 0.67
H 1.04 0.40 -0.65
H -1.26 2.64 -0.64
H -0.92 1.39 -1.84
H -1.37 -1.51 -1.49
H -1.03 -1.73 1.45
H -0.68 -3.74 -0.75
H -1.24 -4.04 0.89
H 0.57 -3.70 0.45
*
```

Output
SMILES ... C/C=C/C[P@@](=O)([O-])/C=C/C
Energy relative to the best compared isomer or geometry (same formula, charge and spin) ... 1.4844 eV
Molecular weight ... 159.145 g/mol
Calculated total energy ... -765.80434 Ha
HOMO-LUMO gap ... 8.075 eV
Highest occupied orbital energy ... -0.164 hartree

***

Record 4
Formula: C7H12O2S
Source: OMol25
Level of theory: ωB97M-V/def2-TZVPD

Structure (ORCA input):
```
! wB97M-V def2-TZVPD RIJCOSX def2/J DEFGRID3
* xyz 0 3
C -1.46 -0.36 0.01
C -2.22 0.46 -0.42
C 2.62 -2.08 1.01
C -0.84 3.93 -2.54
C -0.48 -1.30 0.42
C 1.53 -1.63 2.04
C 0.41 -0.65 1.45
O -2.77 1.83 -2.59
O -1.61 4.77 -2.17
S -3.26 1.62 -0.97
H 2.16 -2.55 0.19
H 3.05 -2.83 1.57
H 3.30 -1.38 0.75
H -2.57 0.94 -2.86
H -0.96 3.77 -3.62
H -0.23 3.15 -1.99
H -0.96 -2.20 1.04
H 0.21 -1.63 -0.33
H 1.97 -1.18 2.95
H 1.12 -2.49 2.54
H 0.99 0.23 1.11
H -0.02 -0.43 2.43
*
```

Output
Expectation value of S² ... 2.03
Energy relative to the best compared isomer or geometry (same formula, charge and spin) ... 1.6478 eV
Molecular weight ... 160.238 g/mol
Calculated total energy ... -822.31353 Ha
HOMO-LUMO gap (spin up / spin down) ... 6.407 / 7.464 eV
Highest occupied orbital energy (spin up / spin down) ... -0.210 / -0.356 hartree